Record 1
The following is a DFT calculation (ωB97M-V/def2-TZVPD) of a molecular structure, C38H77N9O10 at a distorted geometry.

For the LUMO energy, the calculation gives 0.050 eV. Its relative energy (zero: lowest compared OMol25 entry of this formula, charge and spin) is 0.00 kcal/mol. The molar mass is 820.087 g/mol. The orbital gap is 7.58 eV.

XYZ file:
```
134
Properties=species:S:1:pos:R:3:lowdin_charge:R:1
C -4.79132 3.84264 1.58461 -0.02
C -5.31895 2.43087 1.74679 -0.50
O -6.33976 2.22611 2.36152 0.06
C -4.56513 1.29103 1.12754 -0.02
H -5.61095 4.52105 1.35928 0.08
H -4.06242 3.89681 0.77301 0.07
H -4.26925 4.18271 2.48034 0.07
H -5.13892 0.39713 1.36615 0.09
H -3.69065 1.16187 1.78848 0.08
H -4.21304 1.37289 0.10794 0.06
C -2.11599 3.08435 4.67473 -0.01
C -1.19660 1.89895 4.82684 -0.48
O -0.27717 1.74167 4.05464 0.05
C -1.60459 0.79775 5.77793 -0.01
H -2.62475 2.97327 3.71604 0.07
H -1.44606 3.94087 4.56972 0.09
H -2.82726 3.18674 5.48820 0.08
H -2.67041 0.55578 5.71506 0.09
H -1.45099 1.09852 6.81669 0.09
H -1.08664 -0.12829 5.54081 0.05
C -0.29835 0.68447 -4.49608 -0.02
C -0.42311 0.12026 -5.88950 -0.49
O -0.87002 -1.00294 -5.96437 0.05
C 0.24961 0.81581 -7.01342 -0.02
H 0.43747 1.48912 -4.47361 0.08
H -0.00580 -0.14449 -3.85096 0.05
H -1.23734 1.07698 -4.10214 0.07
H 1.32446 0.93580 -6.90297 0.09
H -0.20538 1.79862 -7.19830 0.09
H 0.00556 0.31667 -7.95506 0.09
C -0.55505 4.13190 1.09647 0.01
C 0.07664 5.35290 0.45901 -0.56
O -0.09549 6.45871 0.94982 0.04
N 0.67214 5.15503 -0.72079 0.00
C 1.14735 6.25771 -1.53673 -0.07
H -1.52641 4.33772 1.55245 0.07
H -0.00958 3.67670 1.92327 0.08
H -0.79178 3.41758 0.31065 0.05
H 0.69628 4.21446 -1.07679 0.12
H 1.56699 5.82339 -2.44560 0.08
H 2.02823 6.73086 -1.09924 0.08
H 0.34883 6.96966 -1.71450 0.09
C 0.92144 -3.43403 -6.61396 0.00
C 1.85701 -2.61853 -5.71370 -0.55
O 2.97278 -2.27489 -6.07981 0.02
N 1.33599 -2.17542 -4.55150 0.03
C 2.17926 -1.38832 -3.66163 -0.08
H 1.49180 -4.29342 -6.96501 0.08
H 0.69585 -2.78953 -7.45949 0.07
H 0.02159 -3.74351 -6.09018 0.07
H 0.45204 -2.42740 -4.13026 0.07
H 2.86657 -2.07114 -3.16307 0.08
H 1.59144 -0.84052 -2.92595 0.05
H 2.71955 -0.59650 -4.17662 0.07
C -1.60249 -2.17127 2.91238 0.02
C -1.19805 -3.49542 3.52407 -0.56
O -0.03628 -3.87114 3.47374 0.05
N -2.13773 -4.20104 4.14606 0.01
C -1.87531 -5.51345 4.77131 -0.06
H -0.93019 -1.84809 2.12902 0.06
H -1.63305 -1.42976 3.71303 0.07
H -2.62561 -2.29300 2.54358 0.08
H -3.13331 -4.09219 4.11392 0.13
H -2.83952 -5.83645 5.15032 0.08
H -1.09731 -5.51716 5.53190 0.08
H -1.49148 -6.17618 3.98989 0.09
C 1.91147 0.38171 8.48152 0.00
C 1.47636 -0.49689 7.35253 -0.55
O 0.55612 -1.30114 7.45850 0.03
N 2.21846 -0.43115 6.21094 0.02
C 1.83836 -1.14091 5.01835 -0.08
H 2.14979 -0.17450 9.38216 0.09
H 1.24580 1.21395 8.71665 0.08
H 2.79329 0.95421 8.16317 0.07
H 3.00753 0.18580 6.21677 0.12
H 2.19915 -2.16604 4.92128 0.10
H 2.30975 -0.60216 4.19030 0.06
H 0.77312 -1.13612 4.80833 0.07
C 2.40857 -1.45944 2.04518 -0.02
C 2.91131 -2.04401 0.74491 -0.50
O 2.44932 -3.10024 0.34656 0.05
N 3.95794 -1.46266 0.10949 -0.01
C 4.77490 -2.18657 -0.83018 -0.08
H 2.06684 -0.43831 1.84385 -0.04
H 3.16135 -1.39602 2.83052 0.09
H 1.58140 -2.06213 2.39286 0.10
H 4.35447 -0.59728 0.42839 0.12
H 4.47938 -1.91959 -1.85589 0.05
H 4.75970 -3.26417 -0.70564 0.09
H 5.81715 -1.85643 -0.88576 0.09
C -3.85088 0.22611 -3.46821 0.00
C -4.73962 -0.62064 -2.57015 -0.54
O -4.63762 -0.54159 -1.34669 0.02
N -5.47879 -1.56055 -3.21917 0.00
C -6.43941 -2.44998 -2.59533 -0.06
H -2.95302 0.42011 -2.89033 0.05
H -4.30437 1.12889 -3.87631 0.09
H -3.60929 -0.38365 -4.34409 0.08
H -5.43891 -1.51930 -4.22073 0.13
H -7.02130 -1.96774 -1.81779 0.09
H -5.87817 -3.30097 -2.18837 0.09
H -7.02401 -2.95187 -3.36419 0.08
C 5.66201 0.57606 -3.65263 0.02
C 5.15889 0.98731 -2.25098 -0.51
O 4.28254 0.34071 -1.70363 0.01
N 5.82030 2.02413 -1.70276 0.01
C 5.44258 2.54487 -0.39935 -0.06
H 5.02617 -0.18940 -4.08683 0.07
H 6.66967 0.16167 -3.71606 0.08
H 5.65601 1.48575 -4.25880 0.08
H 6.49069 2.54279 -2.23784 0.13
H 4.35878 2.57227 -0.30074 0.08
H 5.82500 3.54175 -0.18886 0.08
H 5.90618 1.90914 0.36165 0.09
N 1.64681 0.58352 -0.00580 0.11
C 0.97533 0.33847 1.16869 -0.13
C -0.35677 0.66062 0.99156 -0.10
C -0.52448 1.04215 -0.34447 -0.16
C 0.73301 1.01450 -0.91911 -0.14
H 2.61469 0.35423 -0.17714 0.11
H 1.42827 -0.10213 2.04080 0.03
H -1.13179 0.62598 1.73904 0.09
H -1.38343 1.31912 -0.93549 0.10
H 0.96369 1.04796 -1.97313 0.10
N -1.85091 -1.54009 -1.61002 0.05
C -0.57987 -1.65510 -1.07332 -0.09
C -0.02670 -2.79041 -1.65631 -0.09
C -0.88997 -3.25618 -2.67098 -0.12
C -2.04936 -2.52912 -2.50124 -0.15
H -2.54777 -0.82899 -1.47201 0.09
H -0.21634 -0.91781 -0.37826 0.05
H 0.97197 -3.11309 -1.40531 0.08
H -0.71658 -4.16650 -3.22099 0.10
H -2.92421 -2.55421 -3.13903 0.10
```



Record 2
The following is a DFT calculation (ωB97M-V/def2-TZVPD) of 2 unconnected molecules or ions with the total composition C6H13O2 at a distorted geometry.

For the LUMO energy, the calculation gives 3.696 eV. The total charge is -1. Its relative energy (zero: lowest compared OMol25 entry of this formula, charge and spin) is 21.42 kcal/mol. The molar mass is 117.168 g/mol. The orbital gap is 7.65 eV.

XYZ file:
```
21
Properties=species:S:1:pos:R:3:lowdin_charge:R:1
C -1.77154 -0.08714 1.46127 -0.47
C -0.69855 -0.07731 2.52828 -0.09
C -1.78156 1.12430 0.50217 -0.09
C -1.70736 -1.36091 0.56865 -0.08
H -2.76557 -0.07029 1.93875 0.11
H -0.32983 0.91526 2.79649 0.07
H -0.86892 1.01558 -0.09774 0.03
H -2.57631 0.94677 -0.23045 0.07
H -1.92957 2.12933 0.89594 0.07
H -0.65642 -1.64883 0.61503 0.06
H -2.25181 -2.19207 1.02583 0.06
H -2.02052 -1.26986 -0.46425 0.07
H 0.17788 -0.65526 2.23060 0.08
H -1.06709 -0.52651 3.45114 0.06
C 0.82098 1.20112 -1.61599 -0.09
C 1.75068 -0.03579 -1.39182 -0.81
O 2.86157 0.26940 -0.90641 -0.11
O 1.27572 -1.16683 -1.61515 -0.10
H -0.20956 1.05873 -1.96262 0.04
H 1.22517 1.57449 -2.58209 0.06
H 0.79988 2.01524 -0.89829 0.05
```



Record 3
The following is a DFT calculation (ωB97M-V/def2-TZVPD) of C3H5NO2S in the gas phase at a distorted geometry.

For the LUMO energy (spin up / spin down), the calculation gives -1.065 / -1.065 eV. Its relative energy (zero: lowest compared OMol25 entry of this formula, charge and spin) is 138.26 kcal/mol. The molar mass is 119.145 g/mol. The orbital gap (spin up / spin down) is 8.89 / 8.88 eV.

XYZ file:
```
12
Properties=species:S:1:pos:R:3:lowdin_charge:R:1
C 1.50890 0.58349 0.51253 -0.12
C 0.75174 -0.33741 -0.45299 -0.13
C 0.76696 0.98931 -0.71381 0.02
N -1.27075 -1.64760 0.45089 -0.16
O -2.07043 0.11979 -1.19220 -0.31
O -1.40705 0.75122 1.14282 -0.28
S -1.37941 -0.18389 0.06264 0.58
H 1.26789 0.89661 1.55643 0.11
H 2.57480 0.55145 0.58279 0.08
H 0.75610 -1.41376 -0.59879 0.12
H 0.23662 1.77659 -1.07032 0.09
H -1.73537 -2.08581 -0.27998 0.00
```



Record 4
The following is a DFT calculation (ωB97M-V/def2-TZVPD) of a molecular structure, C27H52GdOP2Si at a distorted geometry.

The multiplicity is 8. For the LUMO energy (spin up / spin down), the calculation gives -2.329 / -7.064 eV. The total charge is +1. The molar mass is 639.996 g/mol. The orbital gap (spin up / spin down) is 6.10 / 2.45 eV.

XYZ file:
```
84
Properties=species:S:1:pos:R:3:lowdin_charge:R:1
Gd -0.17060 -1.61974 0.54584 1.43
C -0.40030 0.71954 1.35790 -0.32
C -0.98047 0.58583 0.03613 -0.38
C -2.22290 -0.68168 1.51713 -0.38
C -1.18145 -0.06544 2.26547 -0.33
C -2.15598 -0.22285 0.16656 -0.38
C 0.62803 1.70006 1.81312 -0.02
H 0.63931 2.61329 1.18318 0.09
H 1.64126 1.26192 1.76158 0.03
H 0.47638 1.99341 2.86300 0.09
C -1.04774 -0.05168 3.74277 -0.02
H -1.05502 0.96304 4.18073 0.10
H -0.10485 -0.53415 4.03409 0.07
H -1.88288 -0.60223 4.19835 0.08
C -3.18826 -1.67073 2.05582 -0.04
H -3.53552 -1.32624 3.03810 0.09
H -2.73226 -2.66897 2.19198 0.08
H -4.05427 -1.77789 1.39072 0.08
C -3.21823 -0.50254 -0.84346 -0.04
H -4.04180 0.23031 -0.76623 0.10
H -3.67464 -1.48242 -0.64582 0.07
H -2.83894 -0.46156 -1.87348 0.07
C -0.56153 1.33060 -1.17712 -0.04
H -1.29209 2.10350 -1.46037 0.11
H -0.46049 0.66416 -2.04202 0.05
H 0.39561 1.83291 -1.02257 0.06
C 3.56732 0.44893 -2.43390 -0.11
C 2.83963 1.55465 -2.19022 -0.13
C 2.13910 2.39929 -3.22078 -0.17
C 1.90690 1.77636 -4.63012 -0.17
C 0.73465 0.83912 -4.80095 -0.08
C 0.71923 -0.40659 -4.28913 -0.16
C 1.58543 -0.88911 -3.18237 -0.22
C 3.13186 -0.68395 -3.31910 -0.19
H 2.73559 3.32594 -3.37133 0.13
H 2.84666 1.27003 -4.90765 0.11
H 1.16911 2.74705 -2.82717 0.10
H 3.40827 -0.58783 -4.38662 0.09
H 4.55856 0.34615 -1.94131 0.12
H 2.76626 1.99098 -1.16511 0.11
H 3.63608 -1.59027 -2.94953 0.09
H 1.26743 -0.44348 -2.21261 0.08
H 0.09685 -1.17214 -4.79593 0.08
H 1.38739 -1.97892 -3.08033 0.04
H 1.74026 2.59656 -5.35277 0.12
H -0.11807 1.15554 -5.44151 0.12
P 1.55308 -3.86573 -4.60712 0.97
P -1.07674 -5.17856 -4.09470 0.92
C 1.33847 -5.43159 -5.61384 -0.38
C 0.15548 -6.23875 -5.06191 -0.44
H 2.26639 -6.02250 -5.55008 0.09
H 1.19513 -5.17379 -6.67436 0.09
H -0.35336 -6.81111 -5.85343 0.09
H 0.52851 -6.95602 -4.31375 0.08
C -2.38225 -6.50274 -4.13309 -0.27
H -3.33397 -6.07844 -3.78678 0.05
H -2.09144 -7.30091 -3.43933 0.05
H -2.51235 -6.93511 -5.13622 0.06
C -1.75233 -4.17865 -5.50715 -0.28
H -1.78786 -4.72946 -6.45817 0.06
H -1.17690 -3.25387 -5.64474 0.01
H -2.77431 -3.88310 -5.22640 0.05
C 3.12141 -4.26850 -3.72705 -0.23
H 3.18977 -3.60383 -2.85579 0.03
H 4.00200 -4.12511 -4.37108 0.08
H 3.07977 -5.30642 -3.37167 0.06
C 2.20711 -2.72592 -5.93494 -0.22
H 2.60558 -3.28762 -6.79718 0.07
H 2.98732 -2.07764 -5.50990 0.03
H 1.38494 -2.07382 -6.29635 0.05
C 3.72025 0.27722 1.26002 -0.18
Si 2.96204 -1.03364 2.43475 0.31
C 4.22378 -2.42427 2.67936 -0.19
C 2.90698 -0.05130 4.05865 -0.17
O 1.55035 -1.60600 1.79576 -0.59
H 4.76504 -0.00774 1.05622 0.03
H 3.75460 1.28287 1.71258 0.03
H 3.20451 0.34723 0.28934 -0.01
H 5.17381 -2.05473 3.09719 0.03
H 3.83249 -3.18478 3.37178 0.03
H 4.44845 -2.91857 1.72225 0.02
H 2.99737 1.03393 3.89750 0.03
H 2.00792 -0.23126 4.65451 0.01
H 3.77218 -0.33658 4.67452 0.03
```